55
Properties=species:S:1:pos:R:3:forces:R:3 method="wB97M-V/def2-TZVPD" smiles="CCCC[C@H]1CC[C@@H](C(=O)Nc2ccc(S(=O)(=O)Nc3nccs3)cc2)CC1"
C 7.754 1.511 0.380 -0.208 0.140 -0.032
C 6.278 1.622 0.018 0.130 -0.297 0.059
C 5.673 0.254 -0.288 -0.179 0.255 -0.151
C 4.244 0.314 -0.833 0.061 0.004 0.259
C 3.207 0.921 0.121 -0.056 0.098 -0.061
C 1.853 1.102 -0.575 0.133 -0.071 -0.041
C 1.152 -0.225 -0.850 -0.155 0.244 0.121
C 0.962 -1.010 0.456 0.399 -0.256 -0.121
C 0.324 -2.339 0.107 -0.081 0.278 0.147
O 0.944 -3.373 0.006 0.239 -0.168 -0.017
N -1.013 -2.334 -0.215 -0.340 -0.599 -0.257
C -1.959 -1.307 -0.197 -0.298 0.441 0.059
C -2.748 -1.099 -1.332 0.087 0.076 0.130
C -3.703 -0.102 -1.346 0.028 0.008 -0.074
C -3.872 0.681 -0.221 -0.276 0.462 -0.070
S -5.109 1.952 -0.213 -0.434 0.025 0.400
O -5.673 2.125 -1.514 0.170 -0.383 -0.067
O -4.654 3.104 0.501 0.126 -0.129 0.270
N -6.287 1.271 0.830 0.998 0.846 -0.248
C -6.966 0.176 0.402 -1.222 -0.896 0.121
N -6.466 -0.704 -0.390 0.466 0.270 -0.104
C -7.348 -1.707 -0.641 -0.580 -0.191 0.110
C -8.548 -1.606 -0.024 0.068 0.108 0.056
S -8.612 -0.164 0.927 0.575 -0.021 -0.297
C -3.126 0.475 0.922 0.073 0.083 0.012
C -2.174 -0.527 0.940 -0.025 -0.064 -0.095
C 2.312 -1.228 1.139 -0.143 0.109 0.125
C 3.002 0.106 1.402 0.074 -0.009 -0.128
H 7.885 0.875 1.253 0.073 -0.068 0.093
H 8.319 1.081 -0.444 0.101 -0.052 -0.058
H 8.169 2.491 0.605 0.125 0.051 0.043
H 6.166 2.269 -0.855 -0.085 0.074 -0.005
H 5.744 2.088 0.848 -0.063 0.092 -0.031
H 6.296 -0.239 -1.039 0.053 -0.071 0.049
H 5.705 -0.365 0.611 0.070 -0.098 0.036
H 3.945 -0.698 -1.107 -0.053 -0.036 -0.129
H 4.251 0.912 -1.748 -0.031 -0.031 -0.094
H 3.562 1.917 0.406 -0.019 -0.025 -0.008
H 1.990 1.639 -1.515 -0.025 0.083 -0.001
H 1.207 1.712 0.063 -0.049 0.072 -0.005
H 1.741 -0.824 -1.547 -0.031 -0.092 -0.052
H 0.180 -0.032 -1.311 0.045 -0.039 -0.076
H 0.316 -0.427 1.114 0.009 -0.004 -0.010
H -1.299 -3.180 -0.695 0.132 0.083 0.120
H -2.600 -1.724 -2.200 0.051 -0.024 -0.104
H -4.325 0.083 -2.205 -0.055 -0.070 -0.133
H -6.783 1.933 1.405 0.170 0.253 -0.023
H -7.042 -2.504 -1.293 -0.053 -0.199 -0.111
H -9.386 -2.270 -0.059 -0.157 -0.191 -0.030
H -3.304 1.098 1.784 0.039 0.024 0.182
H -1.621 -0.729 1.844 0.037 -0.018 0.063
H 2.160 -1.757 2.082 0.058 -0.074 -0.034
H 2.932 -1.865 0.508 -0.021 -0.079 0.023
H 2.385 0.693 2.088 0.027 0.044 0.082
H 3.959 -0.069 1.894 0.023 0.031 0.110


20
Properties=species:S:1:pos:R:3:forces:R:3 method="wB97M-V/def2-TZVPD" total_charge=+1
C -1.980 -0.714 -0.402 -0.388 -0.525 0.620
C -1.204 -1.063 0.883 1.069 -0.521 -3.348
C -0.277 0.665 -0.442 2.463 -1.148 -1.462
C 0.212 2.061 -0.385 -0.356 0.238 -0.252
C 1.128 -0.753 1.066 1.594 -1.902 -1.955
N -1.431 0.247 -1.024 -0.542 0.577 -0.897
N 1.239 -0.459 -1.693 -0.418 0.868 1.441
N -0.119 -0.031 0.878 -0.416 -0.511 0.431
H -2.940 -1.194 -0.753 1.289 0.504 0.529
H -1.769 -0.912 1.694 -2.194 0.034 3.196
H -0.716 -2.051 0.837 -0.546 0.379 0.176
H 0.249 2.360 0.656 -0.276 0.378 0.318
H -0.530 2.654 -0.917 0.332 0.360 -0.057
H 1.229 2.255 -0.725 -0.177 -0.284 -0.421
H 1.163 -1.312 1.957 -0.365 -0.400 1.302
H 1.432 -1.423 0.185 -1.389 0.897 1.215
H 1.935 -0.114 1.013 1.635 1.827 0.351
H 1.834 0.241 -2.193 -1.284 -0.783 -0.026
H 0.751 -1.162 -2.275 0.134 1.211 -0.182
H -0.206 0.705 1.640 -0.163 -1.199 -0.977


# C38H114N18O7P6S

7 unconnected molecules or ions with the total composition C38H114N18O7P6S at a distorted geometry (ωB97M-V with the def2-TZVPD basis set, the Open Molecules 2025 dataset).

Geometry as XYZ:
```
184
Properties=species:S:1:pos:R:3:forces:R:3
O 15.100 -12.992 12.895 -0.176 -0.119 -0.062
P 16.026 -11.911 12.522 0.523 0.358 0.388
N 16.020 -10.687 13.681 -0.517 -0.197 -0.950
C 17.029 -9.645 13.685 0.586 -0.272 -0.363
C 14.656 -10.187 13.905 0.162 0.763 -0.324
N 15.702 -11.287 11.029 -0.436 0.249 -0.288
C 14.619 -11.837 10.220 0.265 -0.597 0.145
C 16.266 -10.028 10.555 -0.009 -0.261 0.480
N 17.643 -12.280 12.454 0.578 -0.586 -0.116
C 18.230 -12.925 13.640 -0.258 0.596 -0.255
C 18.252 -12.682 11.192 -0.207 0.572 -0.575
H 17.972 -10.039 13.298 0.032 -0.237 0.442
H 17.165 -9.296 14.707 0.064 0.316 -0.037
H 16.841 -8.824 12.981 -0.480 0.216 0.413
H 14.603 -9.129 13.615 0.214 0.070 0.427
H 14.373 -10.304 14.949 -0.287 -0.014 -0.061
H 13.924 -10.610 13.215 0.036 -0.635 0.383
H 15.030 -12.518 9.467 -0.129 0.160 -0.206
H 13.971 -12.438 10.855 -0.090 0.095 -0.027
H 14.042 -11.052 9.734 0.002 0.079 0.049
H 16.268 -10.012 9.467 0.029 0.014 -0.023
H 15.695 -9.175 10.935 -0.008 0.087 -0.185
H 17.292 -9.927 10.910 0.038 0.081 -0.088
H 18.996 -13.627 13.321 0.080 0.012 0.085
H 18.664 -12.138 14.262 0.161 -0.268 0.258
H 17.477 -13.470 14.205 -0.017 -0.015 0.056
H 18.101 -11.891 10.456 -0.127 -0.153 -0.084
H 17.843 -13.606 10.771 0.102 -0.100 0.124
H 19.336 -12.754 11.272 -0.040 -0.197 0.349
O 16.466 -12.136 19.836 0.469 0.292 0.032
P 16.775 -13.417 19.166 -1.095 0.359 -0.602
N 16.414 -13.354 17.543 -0.199 -0.247 0.170
C 16.149 -14.538 16.742 0.278 -0.071 -0.091
C 16.304 -12.084 16.865 0.156 0.767 0.261
N 15.856 -14.693 19.655 0.734 -0.921 0.549
C 14.412 -14.663 19.500 0.345 0.749 -1.501
C 16.313 -15.630 20.680 -0.180 0.088 -0.152
N 18.345 -13.888 19.349 0.125 0.152 0.091
C 19.262 -13.006 20.024 0.959 0.340 0.611
C 18.892 -14.966 18.556 0.170 0.020 -0.208
H 16.381 -14.302 15.705 -0.327 -0.016 -0.093
H 15.120 -14.897 16.833 -0.060 0.117 -0.251
H 16.793 -15.380 16.995 0.013 0.054 0.198
H 15.313 -11.869 16.453 0.011 -0.469 -0.223
H 17.065 -11.993 16.086 -0.188 0.047 -0.152
H 16.457 -11.275 17.583 0.191 -0.144 0.063
H 14.214 -14.297 18.486 -0.128 0.032 0.121
H 14.020 -15.678 19.500 -0.183 0.040 0.551
H 13.921 -13.927 20.139 -0.111 -0.485 0.519
H 15.787 -15.440 21.618 -0.040 -0.251 0.050
H 16.122 -16.641 20.306 -0.136 -0.105 0.349
H 17.379 -15.560 20.886 -0.001 0.235 -0.160
H 18.795 -12.048 20.239 -0.260 -0.216 0.269
H 19.671 -13.460 20.938 -0.373 0.062 0.163
H 20.176 -12.723 19.489 -0.377 -0.365 -0.700
H 19.006 -14.691 17.500 0.005 0.038 0.036
H 18.253 -15.849 18.601 0.062 -0.045 0.062
H 19.882 -15.225 18.932 -0.063 -0.088 0.099
O 15.618 -14.778 28.264 0.381 -0.073 -0.048
P 15.133 -15.028 26.892 -0.529 -0.027 0.295
N 13.960 -16.205 26.865 -0.607 0.127 -0.116
C 14.218 -17.452 27.584 0.505 0.941 0.020
C 12.661 -16.096 26.210 0.618 -0.108 0.201
N 16.301 -15.510 25.823 0.725 0.068 0.037
C 17.686 -15.497 26.291 0.208 -0.170 0.259
C 16.045 -16.493 24.772 -0.046 0.139 0.779
N 14.417 -13.709 26.181 -0.102 0.459 -0.683
C 15.186 -12.923 25.192 -0.637 -1.304 0.353
C 13.598 -12.839 27.036 0.749 -0.538 -0.189
H 14.796 -17.194 28.474 -0.041 -0.225 0.068
H 14.823 -18.129 26.975 -0.256 -0.347 0.077
H 13.270 -17.888 27.887 0.043 -0.233 -0.045
H 12.439 -15.052 26.021 -0.061 -0.026 -0.209
H 11.905 -16.492 26.891 -0.134 -0.066 -0.160
H 12.662 -16.657 25.270 -0.305 0.015 -0.036
H 17.945 -16.505 26.640 0.234 0.096 -0.021
H 18.396 -15.167 25.530 -0.241 -0.089 -0.263
H 17.818 -14.814 27.125 -0.249 -0.029 0.062
H 15.265 -16.146 24.096 -0.007 -0.105 -0.114
H 16.977 -16.669 24.239 -0.065 0.155 -0.224
H 15.755 -17.444 25.230 -0.142 -0.114 -0.306
H 14.452 -12.328 24.648 0.274 0.496 0.139
H 15.996 -12.388 25.692 -0.073 0.447 -0.296
H 15.611 -13.623 24.478 0.264 0.148 -0.023
H 14.276 -12.233 27.644 -0.317 0.120 0.262
H 12.970 -13.468 27.663 -0.099 0.231 0.183
H 12.997 -12.191 26.400 -0.164 -0.019 0.059
O 19.366 -5.602 19.328 0.202 0.348 0.314
P 19.065 -6.863 18.641 0.288 0.053 -0.180
N 17.489 -7.322 18.550 -0.105 -0.800 -0.275
C 16.625 -6.765 17.518 -0.432 -0.081 0.319
C 16.847 -7.956 19.692 -0.213 -0.279 0.003
N 19.838 -8.142 19.361 0.303 -0.196 0.706
C 19.672 -9.539 18.982 -0.865 0.557 -0.804
C 21.021 -7.868 20.173 0.239 -0.272 0.238
N 19.540 -6.733 17.048 -0.420 0.546 -0.019
C 19.414 -7.831 16.140 0.184 -0.720 -0.210
C 20.592 -5.768 16.746 0.397 -0.186 0.160
H 16.455 -5.693 17.649 0.264 0.071 -0.274
H 15.635 -7.218 17.601 0.090 -0.149 0.052
H 17.003 -7.019 16.529 0.009 0.392 -0.066
H 16.713 -7.295 20.551 -0.081 0.095 -0.073
H 17.386 -8.841 20.023 0.196 0.149 0.127
H 15.884 -8.352 19.365 -0.109 0.218 0.096
H 19.962 -9.713 17.941 0.401 -0.221 0.147
H 20.207 -10.218 19.639 0.116 0.169 0.139
H 18.605 -9.773 19.000 0.060 -0.366 0.126
H 20.940 -8.322 21.168 -0.180 -0.018 -0.056
H 21.922 -8.304 19.726 -0.006 0.156 -0.113
H 21.151 -6.801 20.318 -0.034 0.036 -0.124
H 20.326 -8.448 16.141 -0.051 -0.001 -0.189
H 18.592 -8.484 16.436 -0.013 0.024 0.062
H 19.221 -7.522 15.108 0.020 0.210 0.038
H 20.226 -4.791 16.431 -0.175 -0.060 -0.019
H 21.232 -6.176 15.960 -0.064 0.031 -0.041
H 21.219 -5.623 17.625 0.014 0.165 -0.064
O 10.944 -20.629 15.119 -1.083 -0.778 -0.894
P 12.142 -20.313 15.869 1.573 1.269 1.109
N 12.182 -18.768 16.488 0.402 0.373 0.668
C 12.952 -17.654 15.967 -0.003 -0.211 -0.643
C 11.136 -18.435 17.443 -0.651 -0.524 0.055
N 13.541 -20.386 14.982 0.351 0.003 -0.329
C 14.863 -19.958 15.414 -0.331 1.009 -1.056
C 13.516 -21.154 13.763 -0.623 -1.315 -0.789
N 12.297 -21.267 17.215 -0.963 -0.740 -0.090
C 13.448 -21.281 18.086 0.197 0.489 -0.334
C 11.337 -22.376 17.359 1.058 -0.146 0.422
H 12.417 -16.717 16.106 -0.053 -0.017 0.038
H 13.104 -17.784 14.894 0.072 0.132 0.008
H 13.942 -17.569 16.428 -0.060 0.136 0.124
H 11.285 -17.482 17.946 0.364 0.007 -0.088
H 11.058 -19.216 18.205 0.094 0.083 0.047
H 10.153 -18.395 16.959 0.060 0.094 -0.031
H 15.629 -20.712 15.232 -0.142 -0.359 0.744
H 15.192 -19.127 14.764 -0.077 0.002 0.113
H 14.796 -19.525 16.404 0.425 -0.457 0.282
H 14.461 -21.159 13.221 0.132 0.488 0.208
H 13.305 -22.225 13.926 0.117 0.129 0.276
H 12.726 -20.867 13.066 0.096 0.417 0.135
H 13.205 -21.694 19.063 -0.100 -0.091 -0.039
H 14.279 -21.843 17.641 0.049 -0.068 0.199
H 13.785 -20.253 18.247 0.059 -0.040 0.055
H 10.492 -22.040 17.958 -0.360 -0.265 -0.288
H 11.839 -23.187 17.896 -0.055 0.102 0.147
H 11.090 -22.812 16.396 -0.527 0.315 -0.035
O 24.443 -10.473 20.069 0.092 -0.063 0.419
P 24.977 -11.736 19.529 1.013 0.347 0.190
N 26.436 -11.466 18.766 -0.713 -0.114 -0.479
C 27.274 -10.354 19.153 0.402 0.009 -0.050
C 26.994 -12.318 17.747 0.813 -0.213 0.030
N 24.009 -12.526 18.448 -0.106 -1.044 0.118
C 23.934 -12.115 17.075 1.225 1.283 -0.796
C 22.753 -13.014 18.998 -0.416 0.007 0.038
N 25.297 -12.897 20.686 -0.858 0.119 -0.309
C 25.941 -12.479 21.907 -0.196 -0.380 1.043
C 25.412 -14.307 20.364 0.777 -0.013 0.301
H 26.982 -9.948 20.117 -0.203 0.113 -0.110
H 27.282 -9.562 18.396 -0.073 0.062 0.094
H 28.305 -10.714 19.257 -0.026 0.026 -0.001
H 26.345 -13.145 17.471 -0.178 0.154 0.016
H 27.938 -12.773 18.085 -0.074 0.045 0.071
H 27.262 -11.737 16.855 -0.226 -0.068 -0.070
H 24.127 -12.900 16.338 -0.589 -0.371 0.248
H 23.055 -11.514 16.828 -0.294 -0.369 0.109
H 24.767 -11.428 16.873 -0.180 0.016 0.153
H 22.885 -13.575 19.921 0.128 0.225 0.096
H 22.081 -12.173 19.195 -0.028 -0.037 0.034
H 22.249 -13.697 18.309 0.170 0.102 -0.223
H 25.879 -11.409 22.091 -0.147 0.055 -0.331
H 25.417 -12.966 22.741 0.113 0.124 0.053
H 26.992 -12.779 22.011 0.027 0.010 -0.433
H 24.561 -14.670 19.799 0.039 -0.063 -0.074
H 25.497 -14.871 21.298 -0.293 0.038 0.019
H 26.344 -14.543 19.829 -0.135 0.062 -0.189
C 17.159 -11.384 22.867 0.401 0.730 0.274
S 18.371 -11.246 24.204 0.235 -0.171 -0.817
O 18.564 -12.626 24.727 -0.127 -0.182 0.361
C 19.794 -11.017 23.097 0.142 0.386 -0.062
H 16.200 -11.523 23.353 -0.114 -0.344 -0.282
H 17.479 -12.153 22.171 -0.320 -0.292 0.154
H 17.141 -10.438 22.321 -0.052 0.040 0.072
H 20.199 -12.014 22.934 -0.019 -0.038 0.071
H 20.537 -10.375 23.569 0.034 -0.114 0.082
H 19.517 -10.573 22.141 -0.117 0.063 0.068
```
Forces are in eV/Å.


9
Properties=species:S:1:pos:R:3:forces:R:3 method="wB97M-V/def2-TZVPD" smiles=COC#N.I
C 1.972 -0.120 -0.206 1.833 -1.328 -0.032
O 0.758 -0.845 0.100 1.985 -1.081 0.108
C -0.268 -0.183 0.371 -0.073 0.252 0.284
N -1.215 0.374 0.667 -1.545 0.961 0.441
H 2.771 -0.966 -0.347 -1.712 1.879 -0.592
H 2.434 0.541 0.524 -0.743 -0.376 1.203
H 1.710 0.603 -0.955 0.368 -0.341 -1.331
I -4.426 0.608 -0.710 -0.484 0.278 -0.651
H -3.736 -0.013 0.555 0.371 -0.243 0.570


Energy, record by record: -1964.69670 -361.58041 -5475.08791 -506.22247 hartree
ΔE to the lowest compared entry with this formula, charge and spin, record by record: 4.88 117.79 0.00 32.43 kcal per mole